1.
DFT (ωB97M-V with the def2-TZVPD basis set) results for a molecular structure, C42H36N6O3PTi.

```
89
C42H36N6O3PTi ωB97M-V with the def2-TZVPD basis set
Ti -1.378 -0.060 -0.029
O 0.270 -0.262 -0.747
C 2.165 1.076 -1.848
C 3.581 0.694 -2.200
C 4.505 1.709 -2.406
C 4.325 3.041 -2.031
C 3.134 3.364 -1.307
C 2.144 2.456 -1.225
C -0.410 2.669 -0.854
N -1.542 1.729 -0.773
C -2.803 2.439 -0.839
C -3.944 1.483 -0.479
N -3.392 0.649 0.565
C -3.839 0.641 1.751
C -3.114 0.079 2.873
C -3.813 -0.290 4.027
C -3.157 -0.773 5.138
C -1.762 -0.855 5.115
C -1.045 -0.463 4.007
C -1.698 0.004 2.852
O -0.991 0.384 1.816
H 3.774 -0.289 -2.629
H 5.458 1.426 -2.849
H 5.119 3.766 -2.151
H 3.068 4.293 -0.745
H -0.654 3.464 -0.134
H -2.986 2.876 -1.829
H -2.804 3.276 -0.118
H -4.189 0.851 -1.333
H -4.844 2.013 -0.149
H -4.808 1.106 1.974
H -4.895 -0.204 4.028
H -3.710 -1.076 6.018
H -1.233 -1.230 5.983
H 0.035 -0.526 3.972
O -2.005 -1.834 0.603
C -3.100 -2.525 0.477
C -3.633 -3.231 1.574
C -4.790 -3.968 1.450
C -5.471 -4.039 0.234
C -4.966 -3.355 -0.853
C -3.792 -2.607 -0.753
C -3.237 -1.893 -1.890
N -2.379 -0.888 -1.837
C -2.132 -0.483 -3.129
C -2.844 -1.260 -3.981
N -3.544 -2.146 -3.183
H -3.103 -3.161 2.516
H -5.180 -4.493 2.315
H -6.387 -4.608 0.146
H -5.508 -3.383 -1.794
H -1.448 0.324 -3.325
H -2.912 -1.273 -5.053
H -4.122 -2.905 -3.497
N 3.391 -1.068 0.148
P 2.239 -0.070 0.948
C 3.311 1.315 1.521
C 2.800 2.087 2.564
C 3.511 3.166 3.074
C 4.764 3.467 2.564
C 5.296 2.688 1.543
C 4.576 1.626 1.023
C 1.347 0.646 -0.553
C 0.968 2.148 -0.329
C -0.345 3.403 -2.191
C 0.020 2.960 -3.394
C 0.511 1.633 -3.769
C 1.322 0.822 -3.080
C 3.364 -2.438 0.151
C 4.058 -3.142 -0.854
C 4.054 -4.515 -0.824
C 3.373 -5.176 0.197
C 2.735 -4.395 1.142
N 2.724 -3.065 1.136
H 3.808 -0.640 -0.680
H 1.826 1.837 2.976
H 3.091 3.763 3.875
H 5.324 4.307 2.957
H 6.266 2.927 1.125
H 4.980 1.061 0.194
H 1.044 2.468 0.715
H -0.661 4.442 -2.143
H -0.079 3.664 -4.218
H 0.175 1.282 -4.744
H 1.521 -0.154 -3.518
H 4.571 -2.590 -1.632
H 4.575 -5.075 -1.593
H 3.339 -6.255 0.256
H 2.187 -4.862 1.956
```

Calculated values
* 2S+1: 1
* orbital gap: 4.306 eV
* F_max: 0.612 eV/A
* E_LUMO: 2.1130 eV
* charge: -1
* HOMO energy: -2.193 eV

=====

2.
DFT (ωB97M-V with the def2-TZVPD basis set) results for a molecular structure, C42H36N8RhSi.

```
88
C42H36N8RhSi ωB97M-V with the def2-TZVPD basis set
Rh 0.274 -0.193 1.155
C -1.804 -5.521 -2.788
C -1.509 -4.581 -1.650
C -2.470 -4.266 -0.690
C -2.190 -3.384 0.331
C -0.933 -2.785 0.484
N -0.713 -1.860 1.523
C -1.245 -2.165 2.771
C -1.259 -3.485 3.249
C -1.804 -3.813 4.472
C -2.347 -2.845 5.320
C -2.934 -3.204 6.660
C -2.304 -1.537 4.878
C -1.777 -1.212 3.631
N -1.883 0.143 3.197
C -2.900 0.979 3.412
C -2.536 2.232 2.949
C -1.256 2.057 2.452
N -0.835 0.788 2.627
C 0.017 -3.110 -0.480
C -0.276 -3.972 -1.533
N 1.352 -2.602 -0.403
C 2.448 -3.085 -1.007
C 3.527 -2.321 -0.611
C 2.990 -1.382 0.260
N 1.671 -1.566 0.400
H -2.655 -6.160 -2.557
H -0.949 -6.160 -3.006
H -2.041 -4.969 -3.700
H -3.458 -4.709 -0.755
H -2.957 -3.135 1.054
H -0.822 -4.259 2.631
H -1.792 -4.850 4.789
H -3.252 -4.246 6.680
H -3.799 -2.583 6.892
H -2.206 -3.067 7.462
H -2.683 -0.743 5.511
H -3.813 0.626 3.862
H -3.126 3.131 2.958
H -0.614 2.779 1.981
H 0.472 -4.165 -2.291
H 2.406 -3.955 -1.635
H 4.555 -2.448 -0.899
H 3.488 -0.627 0.844
C -0.558 -1.923 -4.452
C 0.499 -1.262 -3.835
C 0.288 -0.605 -2.633
C -0.970 -0.597 -2.020
C -2.013 -1.282 -2.646
C -1.812 -1.927 -3.860
Si -1.309 0.320 -0.446
C -1.348 2.163 -0.744
C -0.313 2.873 -1.360
C -0.384 4.245 -1.544
C -1.515 4.940 -1.130
C -2.568 4.255 -0.544
C -2.480 2.882 -0.346
H -0.403 -2.429 -5.396
H 1.477 -1.251 -4.300
H 1.120 -0.088 -2.165
H -2.999 -1.295 -2.194
H -2.640 -2.429 -4.346
H -2.672 -0.037 0.002
H 0.551 2.342 -1.737
H 0.431 4.772 -2.027
H -1.580 6.010 -1.283
H -3.464 4.788 -0.250
H -3.306 2.362 0.126
N 6.114 6.311 -4.906
C 5.566 5.748 -4.069
C 4.877 5.035 -3.020
C 4.554 5.679 -1.832
C 3.886 4.996 -0.831
C 3.545 3.664 -1.013
C 3.865 3.015 -2.198
C 4.528 3.701 -3.200
N 2.847 2.965 0.023
C 2.559 3.431 1.294
C 1.870 2.444 1.913
N 1.728 1.373 1.052
C 2.328 1.725 -0.063
H 4.822 6.717 -1.692
H 3.632 5.519 0.079
H 3.614 1.976 -2.359
H 4.778 3.200 -4.125
H 2.864 4.396 1.649
H 1.514 2.408 2.927
H 2.416 1.096 -0.929
```

Calculated values
* 2S+1: 1
* orbital gap: 6.632 eV
* F_max: 2.406 eV/A
* E_LUMO: -2.8002 eV
* charge: +1
* HOMO energy: -9.433 eV

=====

3.
DFT (ωB97M-V with the def2-TZVPD basis set) results for a molecular structure, C42H37CrP2.

```
82
C42H37CrP2 ωB97M-V with the def2-TZVPD basis set
C 1.169 -2.668 -2.677
C 0.017 -2.899 -1.904
C -1.073 -3.592 -2.485
C -0.966 -4.123 -3.761
C 0.212 -3.925 -4.509
C 1.262 -3.181 -3.976
P -0.036 -2.340 -0.182
C -1.487 -3.192 0.543
C -2.684 -2.482 0.641
C -3.749 -3.076 1.329
C -3.645 -4.386 1.829
C -2.458 -5.091 1.651
C -1.362 -4.503 1.028
Cr -0.026 -0.072 1.071
P 0.034 2.316 0.026
C -1.062 2.906 -1.324
C -0.569 3.647 -2.429
C -1.446 4.193 -3.347
C -2.838 3.967 -3.235
C -3.314 3.161 -2.207
C -2.436 2.619 -1.260
C -0.508 3.208 1.551
C 0.236 2.969 2.702
C -0.217 3.443 3.933
C -1.394 4.181 4.008
C -2.083 4.466 2.839
C -1.639 3.995 1.588
C 1.638 3.087 -0.273
C 2.801 2.314 -0.398
C 4.036 2.935 -0.642
C 4.117 4.320 -0.753
C 2.957 5.114 -0.611
C 1.744 4.506 -0.373
C 1.454 -3.079 0.578
C 2.042 -4.245 0.029
C 3.126 -4.833 0.662
C 3.640 -4.279 1.846
C 3.074 -3.111 2.360
C 2.007 -2.475 1.718
H 1.152 2.353 2.657
H 0.354 3.190 4.822
H -1.771 4.500 4.964
H -3.021 5.044 2.840
H -2.196 4.255 0.681
H 0.492 3.808 -2.543
H -1.050 4.810 -4.154
H -3.530 4.422 -3.955
H -4.373 2.940 -2.119
H -2.823 1.975 -0.472
H 2.720 1.226 -0.330
H 4.928 2.324 -0.767
H 5.088 4.799 -0.972
H 3.014 6.183 -0.703
H 0.835 5.106 -0.256
H 1.650 -4.679 -0.885
H 3.553 -5.732 0.229
H 4.472 -4.753 2.366
H 3.455 -2.660 3.277
H 1.634 -1.520 2.100
H -2.783 -1.482 0.232
H -4.671 -2.504 1.453
H -4.488 -4.837 2.338
H -2.355 -6.125 2.003
H -0.441 -5.041 0.926
H -1.987 -3.722 -1.905
H -1.792 -4.701 -4.173
H 0.300 -4.363 -5.511
H 2.166 -3.005 -4.549
H 1.985 -2.074 -2.254
H -0.021 0.103 -2.305
H 0.692 0.089 -2.294
C -2.835 -0.071 4.570
C -1.737 -0.902 4.500
C -0.964 -0.936 3.353
C -1.423 -0.066 2.399
C -2.497 0.722 2.282
C -3.195 0.705 3.506
H -3.415 -0.028 5.479
H -1.438 -1.519 5.296
H -0.100 -1.614 3.194
H -2.826 1.274 1.425
H -4.064 1.352 3.556
```

Calculated values
* 2S+1: 4
* orbital gap (alpha / beta): 6.244 / 8.032 eV
* F_max: 3.749 eV/A
* E_LUMO (alpha / beta): -7.8320 / -5.9917 eV
* charge: +2
* HOMO energy (alpha / beta): -14.077 / -14.024 eV

=====

4.
DFT (ωB97M-V with the def2-TZVPD basis set) results for a molecular structure, C42H37NO2P2Ru.

```
85
C42H37NO2P2Ru ωB97M-V with the def2-TZVPD basis set
Ru -0.244 0.009 0.162
P -0.341 2.185 -0.448
C -1.304 0.044 1.653
O -2.006 0.060 2.597
P -0.469 -2.181 -0.300
C -0.368 3.236 1.072
C -1.842 2.863 -1.251
C 1.027 2.896 -1.444
C 1.075 -3.127 -0.579
C -1.124 -3.050 1.190
C -1.547 -2.728 -1.664
C 0.655 4.143 1.390
C 0.618 4.819 2.615
C -0.457 4.639 3.490
C -1.516 3.800 3.134
C -1.479 3.114 1.919
H 1.467 4.321 0.682
H 1.432 5.500 2.873
H -0.481 5.168 4.446
H -2.378 3.675 3.791
H -2.333 2.502 1.615
C 2.340 2.522 -1.125
C 3.426 3.113 -1.776
C 3.212 4.063 -2.779
C 1.904 4.428 -3.115
C 0.813 3.834 -2.472
H 2.520 1.758 -0.363
H 4.434 2.817 -1.487
H 4.061 4.518 -3.295
H 1.725 5.184 -3.881
H -0.202 4.111 -2.759
C -2.291 4.175 -1.008
C -3.415 4.665 -1.676
C -4.084 3.855 -2.599
C -3.644 2.548 -2.834
C -2.526 2.045 -2.159
H -1.773 4.816 -0.292
H -3.759 5.681 -1.472
H -4.952 4.247 -3.133
H -4.167 1.914 -3.552
H -2.172 1.024 -2.329
C -2.323 -3.780 1.184
C -2.733 -4.430 2.354
C -1.963 -4.347 3.519
C -0.777 -3.607 3.524
C -0.368 -2.946 2.363
H -2.926 -3.839 0.276
H -3.658 -5.010 2.349
H -2.284 -4.859 4.429
H -0.165 -3.533 4.425
H 0.551 -2.348 2.363
C 2.066 -2.515 -1.352
C 3.289 -3.156 -1.560
C 3.516 -4.424 -1.016
C 2.507 -5.062 -0.288
C 1.284 -4.421 -0.071
H 1.860 -1.536 -1.790
H 4.061 -2.657 -2.148
H 4.483 -4.911 -1.158
H 2.667 -6.064 0.115
H 0.501 -4.921 0.502
C -1.276 -3.890 -2.407
C -2.219 -4.360 -3.323
C -3.404 -3.647 -3.538
C -3.637 -2.449 -2.854
C -2.704 -1.977 -1.924
H -0.340 -4.431 -2.259
H -2.028 -5.290 -3.861
H -4.146 -4.024 -4.246
H -4.551 -1.881 -3.029
H -2.865 -1.041 -1.381
H 2.495 -0.050 -3.453
H 1.770 -0.068 -3.665
O 1.596 -0.084 0.490
N 2.195 -0.111 1.751
C 2.176 0.999 2.529
C 2.743 0.966 3.794
C 3.442 -0.173 4.192
C 3.466 -1.292 3.362
C 2.842 -1.245 2.130
H 1.691 1.894 2.123
H 2.624 1.856 4.417
H 3.933 -0.224 5.165
H 3.959 -2.213 3.665
H 2.811 -2.106 1.463
```

Calculated values
* 2S+1: 7
* orbital gap (alpha / beta): 4.751 / 3.440 eV
* F_max: 9.104 eV/A
* E_LUMO (alpha / beta): -5.3580 / -10.4242 eV
* charge: +2
* HOMO energy (alpha / beta): -10.109 / -13.865 eV

=====

5.
DFT (ωB97M-V with the def2-TZVPD basis set) results for a molecular structure, C42H37NP2RhSi.

```
84
C42H37NP2RhSi ωB97M-V with the def2-TZVPD basis set
Rh 0.026 0.172 0.191
C -2.457 0.502 2.150
P -2.248 -0.490 0.630
C -2.554 -2.176 1.185
C -1.485 -2.984 1.552
C -1.712 -4.250 2.073
C -3.011 -4.708 2.230
C -4.086 -3.897 1.882
C -3.862 -2.632 1.364
C -3.503 -0.084 -0.612
C -4.044 -1.042 -1.470
C -4.896 -0.660 -2.497
C -5.210 0.678 -2.683
C -4.669 1.639 -1.841
C -3.814 1.260 -0.818
C -1.173 0.139 2.848
C -0.872 -0.501 4.003
C 0.535 -0.831 3.971
C 1.032 -0.378 2.796
C 2.386 -0.451 2.145
P 2.112 -0.799 0.383
C 3.563 -0.228 -0.555
C 3.551 -0.383 -1.940
C 4.604 0.078 -2.709
C 5.687 0.707 -2.103
C 5.709 0.865 -0.728
C 4.651 0.396 0.045
C 2.081 -2.581 0.120
C 3.101 -3.368 0.660
C 3.112 -4.734 0.443
C 2.111 -5.324 -0.322
C 1.104 -4.547 -0.873
C 1.087 -3.176 -0.648
N -0.002 0.214 2.057
H -3.351 0.252 2.719
H -2.475 1.562 1.893
H -0.469 -2.619 1.459
H -0.874 -4.871 2.360
H -3.191 -5.697 2.632
H -5.099 -4.252 2.018
H -4.706 -2.003 1.106
H -3.807 -2.090 -1.337
H -5.318 -1.412 -3.152
H -5.874 0.972 -3.485
H -4.913 2.685 -1.980
H -3.402 2.021 -0.163
H -1.551 -0.692 4.819
H 1.101 -1.293 4.766
H 3.025 -1.178 2.642
H 2.880 0.525 2.178
H 2.710 -0.866 -2.429
H 4.585 -0.051 -3.784
H 6.512 1.068 -2.703
H 6.549 1.349 -0.247
H 4.697 0.522 1.119
H 3.899 -2.913 1.236
H 3.903 -5.341 0.863
H 2.120 -6.393 -0.488
H 0.329 -5.006 -1.472
H 0.291 -2.570 -1.065
C -0.619 3.569 -4.947
C -1.497 3.568 -3.869
C -1.081 3.085 -2.641
C 0.223 2.604 -2.465
C 1.089 2.599 -3.567
C 0.672 3.084 -4.799
Si 0.952 2.090 -0.866
C 0.643 3.074 0.658
C -0.603 3.578 1.046
C -0.752 4.280 2.232
C 0.349 4.493 3.049
C 1.599 4.013 2.679
C 1.744 3.305 1.497
H -0.944 3.953 -5.905
H -2.503 3.949 -3.989
H -1.778 3.098 -1.812
H 2.100 2.225 -3.456
H 1.355 3.086 -5.638
H 2.404 1.954 -1.076
H -1.471 3.433 0.410
H -1.723 4.663 2.519
H 0.235 5.044 3.974
H 2.459 4.194 3.312
H 2.722 2.924 1.219
```

Calculated values
* 2S+1: 1
* orbital gap: 6.630 eV
* F_max: 2.596 eV/A
* E_LUMO: -3.8415 eV
* charge: +1
* HOMO energy: -10.471 eV

=====

| no. | M (g mol⁻¹) |
| --- | --- |
| 1 | 751.63 |
| 2 | 783.80 |
| 3 | 655.70 |
| 4 | 750.78 |
| 5 | 748.71 |